Entry from the OMol25 dataset: a cluster of 22 separate species, C63H180N16O32 in total (the ωB97M-V functional and the def2-TZVPD basis).

Properties
- Net charge: 0
- Orbital gap: 8.348 eV
- F_max: 0.14870 hartree/bohr
- Highest occupied orbital energy: -8.21 eV

```
291
Properties=species:S:1:pos:R:3:lowdin_charge:R:1
O 0.532 -0.008 -0.569 -0.19
O 3.145 2.737 2.745 -0.22
O -5.632 2.765 1.034 0.03
O 3.962 -1.929 -4.855 -0.17
O -1.358 3.009 2.452 -0.24
O 4.269 2.403 -3.162 -0.21
O 5.559 -6.298 -1.835 -0.20
O -2.450 -3.080 -3.563 -0.08
O -3.905 -4.065 0.503 -0.05
O -2.907 2.844 0.193 -0.05
O -6.824 -3.951 -1.596 -0.05
O -9.661 3.020 5.874 -0.20
O 7.216 -3.306 -0.041 -0.17
O -4.590 1.514 4.766 0.03
O -4.570 3.139 -4.151 0.10
O 1.000 2.530 7.120 -0.19
O -3.880 -5.670 5.044 -0.21
O 0.609 1.170 -5.923 -0.17
O -4.414 -4.560 -2.184 -0.05
O -1.010 -3.088 3.885 -0.22
O 7.669 1.172 -6.333 -0.22
O -7.305 -1.509 6.272 -0.19
O -3.580 -1.165 -5.089 -0.05
O -7.412 -2.785 0.861 -0.06
O -5.724 0.298 -4.262 -0.04
O 6.141 0.208 3.792 -0.18
O -5.095 -4.788 2.700 -0.03
O 1.800 -3.828 -1.160 -0.20
O 7.057 7.824 2.269 -0.18
O 5.020 -0.051 -9.412 -0.19
O -2.166 2.058 -8.970 -0.19
O -4.734 -1.610 0.904 -0.23
N -7.549 1.611 0.773 0.18
N 5.246 5.776 3.100 -0.03
N -1.406 -3.661 6.953 -0.06
N -5.408 1.476 6.851 0.19
N -1.071 3.870 5.467 -0.06
N -2.155 0.525 -6.529 -0.08
N 4.741 -2.597 -7.543 -0.05
N -2.722 -1.479 -1.331 -0.08
N -6.710 1.767 2.727 0.18
N 5.559 4.157 -5.493 -0.06
N 3.780 -5.921 0.282 -0.06
N -4.813 2.561 -2.038 0.19
N -3.578 2.538 6.366 0.18
N 5.490 -1.466 1.479 -0.05
N -2.945 2.981 -2.700 0.18
N -9.286 0.555 3.774 -0.08
C -6.874 -2.877 6.192 -0.11
C -1.962 3.177 -9.828 -0.09
C -0.358 -1.073 -0.909 -0.17
C 4.953 4.342 2.917 -0.20
C 4.227 4.327 -4.795 -0.17
C 5.085 -1.427 -9.745 -0.21
C -3.408 1.050 -7.084 -0.17
C 6.542 5.929 3.771 -0.23
C -1.650 1.641 2.771 -0.08
C 1.821 2.458 2.456 -0.12
C 6.680 1.415 4.250 -0.12
C 5.839 2.758 -5.867 -0.19
C 5.705 -6.344 -3.210 -0.13
C -0.165 -3.539 6.173 -0.17
C 5.898 0.697 -10.121 -0.16
C 4.155 2.033 -1.821 -0.14
C 5.000 0.411 2.982 -0.22
C 3.934 -1.924 -3.417 -0.09
C -2.639 -5.313 5.461 -0.24
C -4.554 1.832 5.916 -0.79
C -5.114 -1.205 2.178 -0.11
C -2.625 -3.953 6.166 -0.20
C -0.203 4.632 6.453 -0.16
C -3.216 2.229 -8.045 -0.22
C 5.192 -1.356 -6.827 -0.18
C -7.920 -1.149 4.994 -0.18
C 8.098 7.170 1.550 -0.11
C 1.868 0.786 -5.669 -0.13
C 5.203 -1.512 -5.319 -0.24
C 7.045 7.385 3.625 -0.22
C -1.128 -2.372 2.646 -0.07
C 4.777 -7.429 -1.420 -0.18
C 3.551 4.050 2.400 -0.20
C 1.894 -0.497 -0.409 -0.07
C 4.165 -2.294 -8.859 -0.20
C 5.833 -3.340 -0.171 -0.20
C -1.719 1.315 -5.445 -0.23
C -8.768 0.143 5.079 -0.20
C 7.178 2.514 -6.619 -0.16
C 4.591 -0.986 2.489 -0.22
C 2.277 2.680 6.441 -0.06
C 5.152 -2.901 1.221 -0.15
C 8.643 0.619 -7.133 -0.13
C -1.305 4.672 4.225 -0.19
C -0.333 -2.516 4.979 -0.20
C -4.070 -0.993 -1.401 -0.15
C 2.341 -6.048 -0.031 -0.17
C -4.171 2.905 -3.088 -0.88
C -4.711 -0.556 -0.074 -0.14
C 4.515 -7.116 0.094 -0.21
C -6.562 2.130 1.481 -0.76
C -9.320 4.243 6.469 -0.12
C 0.384 3.678 7.572 -0.24
C -4.791 -5.973 6.055 -0.08
C -9.694 2.936 4.443 -0.20
C -10.296 1.630 3.882 -0.17
C 4.221 3.887 -3.299 -0.16
C 7.742 -4.347 0.757 -0.09
C 1.126 -4.352 -2.310 -0.07
C -2.144 4.017 3.142 -0.17
C -1.764 -0.417 -1.188 -0.16
C -0.346 0.916 -4.940 -0.21
C 1.677 -4.637 -0.028 -0.23
H 5.731 3.927 2.277 0.11
H 3.847 -3.205 -9.366 0.11
H 4.225 0.792 3.647 0.10
H -0.386 -1.835 -0.130 0.10
H -4.973 -2.009 2.901 0.10
H -4.387 2.316 -1.156 0.07
H 1.286 -5.396 -2.580 0.08
H -0.478 3.448 8.199 0.11
H 7.589 -4.210 1.827 0.08
H -1.579 2.329 -5.820 0.13
H 7.006 1.907 3.334 0.08
H 9.548 1.186 -6.912 0.09
H -4.206 0.313 0.347 0.09
H 6.902 0.292 -10.000 0.08
H 5.398 -4.260 -0.562 0.07
H 6.456 -1.434 1.773 0.11
H -2.760 -2.482 -4.243 -0.01
H 7.271 -5.261 0.396 0.08
H 3.937 5.378 -4.814 0.10
H 8.801 -4.398 0.504 0.09
H 3.384 4.317 1.357 0.12
H 7.351 5.270 3.458 0.10
H -1.499 -2.703 7.261 0.09
H -7.250 -3.138 -0.014 -0.02
H 4.686 -1.486 -10.757 0.12
H 5.447 -3.482 2.095 0.11
H 2.414 -0.994 -1.228 0.07
H -5.147 -4.978 6.322 0.05
H 0.646 -2.168 4.650 0.11
H 5.366 -8.345 -1.471 0.12
H -2.828 3.030 -1.698 0.07
H 2.510 1.121 -6.483 0.09
H -1.707 -2.940 1.917 0.08
H 6.261 4.546 -4.881 0.10
H -2.271 4.748 2.344 0.13
H 2.155 3.348 5.588 0.07
H -0.880 -1.615 5.257 0.12
H -2.960 3.134 -7.493 0.12
H 4.995 4.397 -2.726 0.11
H -11.118 1.266 4.498 0.12
H -2.390 -2.538 -2.777 -0.02
H 2.449 0.374 -0.061 0.07
H -5.926 2.082 3.281 0.08
H 6.114 -0.994 -7.280 0.10
H 6.483 5.749 4.845 0.12
H 0.056 -4.180 -2.190 0.08
H -9.385 4.327 7.554 0.09
H -2.883 2.854 5.705 0.06
H 3.211 -1.790 -8.708 0.11
H 2.218 1.264 -4.754 0.09
H -3.583 2.406 0.710 0.00
H -1.705 4.124 -9.354 0.09
H 5.984 2.218 -4.932 0.10
H 5.343 6.197 2.187 0.10
H -0.084 -1.565 -1.842 0.12
H 1.644 1.397 2.636 0.09
H -6.105 0.777 6.639 0.09
H 8.013 7.534 4.103 0.12
H 2.655 1.820 5.887 0.08
H 6.014 1.707 -9.726 0.08
H -5.337 2.076 7.660 0.11
H 6.088 -7.341 -3.430 0.08
H -4.106 -4.212 -1.348 -0.01
H -4.543 -0.369 2.583 0.08
H 1.868 -6.560 0.807 0.11
H -5.821 2.512 -2.084 0.13
H 3.060 3.027 7.115 0.09
H -4.452 -4.493 1.161 0.00
H -4.378 -4.792 3.333 0.03
H 3.283 4.160 -2.815 0.11
H 7.778 6.195 1.181 0.08
H 0.676 -4.772 0.382 0.12
H -3.917 0.224 -7.582 0.13
H 1.825 -1.080 0.509 0.07
H -2.540 -2.119 -0.571 0.11
H -1.828 5.588 4.501 0.12
H -4.161 2.502 -8.515 0.12
H -1.047 1.020 2.108 0.08
H -8.350 4.616 6.139 0.08
H 1.079 4.159 8.260 0.12
H 4.337 -2.798 -2.905 0.08
H 3.160 2.261 -1.439 0.08
H -6.127 -0.805 2.165 0.07
H 4.829 2.580 -1.162 0.08
H -8.603 -1.905 4.606 0.12
H 4.806 -6.125 -3.787 0.09
H 6.084 -1.861 -9.710 0.13
H -4.383 -0.809 -4.709 0.00
H -7.106 -1.000 4.285 0.10
H 6.478 -5.668 -3.573 0.09
H 9.093 7.135 1.994 0.09
H -4.021 -3.129 0.664 -0.02
H -1.632 -1.407 2.691 0.07
H 3.808 -7.528 -1.909 0.11
H 0.677 5.066 5.978 0.09
H 0.154 -4.540 5.884 0.11
H -2.700 1.378 2.644 0.07
H -5.294 1.104 -3.977 0.00
H 1.848 -0.303 -5.635 0.09
H -1.299 2.964 -10.667 0.09
H 5.440 -0.546 -4.872 0.12
H 2.051 -6.650 -0.892 0.10
H 4.144 -5.116 -0.206 0.06
H 4.297 0.957 -1.717 0.07
H -2.936 3.314 -10.298 0.08
H -4.633 -1.858 -1.752 0.12
H -5.857 -5.086 3.198 0.06
H 6.362 7.962 4.249 0.12
H -8.756 3.093 3.911 0.11
H -8.280 1.086 1.232 0.10
H 5.126 1.155 2.196 0.12
H -0.405 -0.113 -4.585 0.13
H -2.092 0.204 -0.355 0.10
H -4.014 1.388 -6.244 0.10
H -6.503 -3.188 7.168 0.09
H -7.172 -3.183 -2.049 0.04
H -0.207 1.533 -4.052 0.12
H -4.096 -0.161 -2.105 0.11
H -7.415 1.141 3.088 0.06
H -2.875 -3.144 5.480 0.11
H 4.026 -3.076 -7.014 0.09
H 5.426 -7.003 0.682 0.11
H 2.856 4.666 2.970 0.12
H 3.641 -0.916 1.959 0.10
H -10.048 4.958 6.087 0.08
H -1.563 0.765 -7.312 0.11
H 6.986 2.635 -7.685 0.10
H -9.631 -0.137 5.683 0.12
H 5.971 2.035 4.800 0.07
H 5.085 3.800 3.854 0.10
H 1.125 2.990 3.105 0.06
H -2.478 3.436 0.810 0.03
H 3.983 -7.961 0.531 0.12
H 4.518 -1.592 3.392 0.12
H -3.170 -0.419 -5.525 -0.03
H 4.069 -2.859 1.104 0.09
H 2.919 -1.807 -3.036 0.06
H -0.540 3.084 5.120 0.08
H 7.562 1.317 4.883 0.09
H -9.849 -0.230 3.478 0.11
H -3.045 3.618 3.610 0.12
H 1.390 -3.674 -3.121 0.08
H -0.299 4.861 3.849 0.11
H -3.507 2.879 7.315 0.11
H 8.754 -0.419 -6.819 0.09
H -3.768 -4.257 -2.822 0.01
H -1.753 0.266 -2.038 0.11
H -5.724 -0.161 -0.158 0.12
H -6.657 -2.225 1.039 -0.03
H 5.992 -2.218 -5.061 0.13
H -2.472 1.221 -4.662 0.10
H -7.471 1.728 -0.227 0.11
H 4.464 -0.568 -7.021 0.10
H 3.362 3.901 -5.301 0.11
H -6.120 -2.959 5.409 0.07
H 2.105 -3.977 0.727 0.11
H -0.729 5.474 6.902 0.11
H 1.469 2.663 1.445 0.10
H -5.615 -6.579 5.679 0.10
H 5.610 0.871 -11.158 0.09
H -4.365 -6.285 7.009 0.10
H -8.172 0.867 5.634 0.11
H 0.653 -3.195 6.806 0.11
H -5.972 -4.105 -2.005 -0.03
H -1.299 1.469 3.788 0.08
H -2.014 -5.246 4.571 0.12
H 5.468 -2.646 -0.928 0.11
H 5.021 2.351 -6.460 0.12
H 7.987 3.198 -6.361 0.12
H -10.286 3.762 4.050 0.11
H -3.433 -3.815 6.884 0.11
H -2.246 -6.130 6.066 0.13
H -6.097 0.513 -5.117 0.06
H -10.746 1.889 2.923 0.12
H 8.344 0.733 -8.175 0.07
H 8.219 7.714 0.613 0.09
H -2.310 3.403 -3.363 0.12
H -0.134 -2.104 2.288 0.08
H 4.389 -1.058 -2.935 0.07
H -7.686 -3.529 5.871 0.09
```

Entry from the OMol25 dataset: a structure of composition C63H34BiCl4F5N7O2 (the ωB97M-V functional and the def2-TZVPD basis).

Properties
- Net charge: -1
- Orbital gap: 5.296 eV
- Relative energy (zero: lowest compared OMol25 entry of this formula, charge and spin): 252.6 kJ/mol
- F_max: 0.01769 hartree/bohr
- Highest occupied orbital energy: -4.09 eV

```
116
Properties=species:S:1:pos:R:3:lowdin_charge:R:1
Bi 0.172 -0.540 -0.041 1.97
Cl 6.819 -3.444 -6.173 0.63
Cl 4.444 -6.709 6.060 0.63
Cl -2.013 6.213 -6.675 0.63
Cl -4.543 3.099 8.138 0.63
F 0.490 -4.024 0.071 0.03
F 0.557 -6.160 -1.551 0.09
F -0.576 -3.433 -5.213 0.09
F 0.033 -5.880 -4.207 0.10
F -0.662 -1.293 -3.631 0.06
O 0.832 1.738 0.210 -0.26
O 0.337 5.207 -1.226 0.05
N 2.225 -1.458 0.258 -0.04
N 1.075 0.354 -1.939 -0.05
N -1.195 1.447 1.182 0.08
N 0.221 -0.734 2.582 0.01
N -2.073 0.491 -1.297 0.04
N -1.808 1.785 -1.692 0.01
N -2.554 -1.793 0.282 0.09
C -0.143 3.553 1.384 0.03
C 3.958 -2.786 -0.446 0.01
C -0.334 -2.470 -3.045 -0.26
C 0.589 1.374 -2.661 -0.19
C 0.901 -1.773 3.118 -0.25
C 0.358 -2.076 4.467 0.01
C -2.325 2.001 7.038 -0.11
C -5.133 -2.196 1.210 -0.07
C -4.165 2.420 5.543 -0.11
C -3.122 4.250 -0.767 -0.01
C 0.280 -4.942 -2.054 -0.16
C -2.484 4.037 -5.128 -0.10
C -3.019 6.640 -0.883 -0.09
C -1.593 5.045 -5.446 -0.67
C 1.303 1.451 -3.879 -0.02
C -1.067 2.793 -0.938 -0.12
C 6.203 -1.996 -3.970 -0.10
C -1.014 5.320 -1.051 -0.27
C -0.305 -3.559 -3.901 -0.17
C 3.794 -3.290 4.090 -0.03
C -3.765 5.479 -0.741 -0.09
C 1.976 -2.454 2.563 -0.10
C 4.368 -4.260 4.899 -0.11
C -2.889 -2.921 0.900 -0.11
C -0.374 5.147 -4.799 -0.10
C -2.149 3.127 -4.134 0.00
C 1.998 -4.772 3.557 -0.02
C 3.736 -5.485 5.036 -0.68
C -0.600 2.254 -2.334 -0.16
C -0.052 4.226 -3.816 -0.05
C 2.588 -2.271 1.277 -0.23
C -3.488 -0.858 0.107 -0.26
C 2.125 -0.206 -2.621 -0.26
C -0.933 3.205 -3.470 -0.16
C 4.360 -3.061 -5.104 -0.09
C -4.791 -1.018 0.570 -0.03
C -1.361 0.901 3.526 -0.08
C -3.612 2.455 6.811 -0.68
C -4.165 -3.173 1.379 -0.06
C -0.035 -2.543 -1.702 -0.11
C 5.712 -2.786 -4.996 -0.67
C -0.603 -1.185 4.712 -0.01
C 2.597 -3.523 3.412 -0.23
C 3.487 -2.534 -4.164 0.00
C 0.009 -4.809 -3.399 -0.16
C 3.692 -3.093 0.845 -0.01
C -0.627 3.196 2.569 0.02
C -2.124 1.412 4.692 -0.19
C 2.274 0.468 -3.848 -0.01
C -0.661 -0.274 3.546 -0.22
C -1.645 6.557 -1.046 -0.02
C -1.745 4.141 -0.908 -0.09
C 3.956 -1.751 -3.114 -0.20
C 3.049 -1.753 -0.844 -0.24
C -1.174 1.820 2.403 -0.25
C -0.343 2.396 0.400 -0.56
C -1.587 1.494 5.978 -0.03
C 2.554 -5.753 4.370 -0.10
C 0.244 -3.811 -1.260 -0.26
C -3.090 0.405 -0.540 -0.11
C 5.319 -1.484 -3.031 -0.03
C -3.418 1.902 4.496 -0.02
C 2.991 -1.211 -2.113 -0.05
H 0.694 -2.867 5.119 0.11
H 7.262 -1.782 -3.909 0.10
H 0.311 5.943 -5.060 0.10
H 3.994 -3.677 -5.914 0.11
H -0.568 1.167 6.144 0.12
H 5.686 -0.858 -2.226 0.13
H -1.052 7.457 -1.177 0.11
H -3.698 3.338 -0.694 0.10
H -3.433 3.969 -5.645 0.10
H 2.079 -6.719 4.478 0.10
H 4.179 -3.846 1.442 0.11
H 0.447 4.425 1.146 0.11
H -3.503 7.608 -0.886 0.10
H -3.692 1.282 -0.307 0.11
H 4.278 -2.327 3.980 0.13
H 0.713 6.083 -1.356 0.12
H 3.027 0.273 -4.594 0.11
H -4.388 -4.107 1.878 0.10
H -4.841 5.530 -0.626 0.10
H -1.900 2.060 8.031 0.10
H 1.121 2.136 -4.687 0.10
H -3.841 1.867 3.498 0.12
H -5.170 2.788 5.379 0.10
H -5.515 -0.226 0.428 0.11
H 4.697 -3.248 -1.081 0.11
H -2.846 2.345 -3.861 0.12
H 0.894 4.305 -3.296 0.12
H 5.294 -4.068 5.426 0.10
H 1.081 -4.979 3.017 0.12
H -6.141 -2.347 1.576 0.10
H -1.224 -1.112 5.592 0.10
H 2.423 -2.738 -4.236 0.12
H -2.091 -3.648 1.025 0.11
H -0.547 3.716 3.514 0.11
```

Which value of orbital gap does entry 2 give?
5.296 eV